No. 1
A 4-piece molecular cluster, C11H28N4O11S2 overall, computed with the ωB97M-V functional and the def2-TZVPD basis.

Each line ends with the natural charge from an NBO analysis.
CARTESIAN COORDINATES (ANGSTROEM)
1 C -2.975 0.064 -5.126  -0.625
2 C -1.966 0.688 -4.181  0.093
3 O -1.215 1.635 -4.934  -0.717
4 C -1.066 -0.320 -3.479  -0.232
5 N -0.241 -1.103 -4.390  -0.620
6 C 0.438 -2.205 -3.722  -0.239
7 C 1.815 -2.451 -4.302  -0.089
8 O 2.648 -1.300 -4.293  -0.251
9 O 2.836 -0.927 -2.912  -0.475
10 S 4.435 -1.318 -2.645  1.741
11 O 5.230 -0.262 -3.186  -0.897
12 O 4.280 -0.991 -1.069  -0.718
13 C 4.123 -2.126 -0.192  -0.074
14 C 2.791 -2.106 0.584  -0.448
15 C 1.786 -1.042 0.136  -0.507
16 S 0.784 -0.380 1.510  -0.083
17 H -2.519 -0.635 -5.826  0.197
18 H -3.442 0.852 -5.713  0.230
19 H -3.751 -0.457 -4.567  0.210
20 H -2.525 1.199 -3.389  0.161
21 H -0.812 2.266 -4.333  0.470
22 H -1.697 -0.950 -2.832  0.163
23 H -0.386 0.231 -2.822  0.192
24 H -0.841 -1.486 -5.109  0.351
25 H 0.550 -1.964 -2.665  0.195
26 H -0.129 -3.142 -3.776  0.181
27 H 1.758 -2.711 -5.359  0.203
28 H 2.309 -3.271 -3.770  0.170
29 H 4.961 -2.079 0.499  0.197
30 H 4.231 -3.046 -0.768  0.182
31 H 3.003 -1.987 1.644  0.218
32 H 2.317 -3.081 0.477  0.218
33 H 1.092 -1.463 -0.585  0.209
34 H 2.281 -0.180 -0.295  0.240
35 H 0.719 -1.510 2.218  0.145
36 C -1.045 -2.390 4.847  -0.486
37 N -0.558 -3.586 4.104  0.541
38 O -0.885 -4.682 4.496  -0.356
39 O 0.145 -3.369 3.136  -0.404
40 H -1.656 -2.730 5.674  0.231
41 H -0.169 -1.843 5.186  0.239
42 H -1.608 -1.781 4.146  0.245
43 C 0.748 2.789 3.627  -0.490
44 N -0.500 2.222 4.210  0.545
45 O -0.658 1.023 4.151  -0.382
46 O -1.287 3.006 4.701  -0.395
47 H 1.327 1.971 3.217  0.246
48 H 0.446 3.497 2.861  0.241
49 H 1.268 3.307 4.428  0.234
50 C -3.749 5.283 4.820  -0.486
51 N -3.816 6.304 3.738  0.535
52 O -4.877 6.855 3.540  -0.373
53 O -2.791 6.516 3.124  -0.385
54 H -4.729 5.203 5.273  0.227
55 H -3.432 4.349 4.365  0.246
56 H -2.998 5.615 5.530  0.235

The value obtained for the HOMO energy is -0.3333 Eh. The LUMO energy is -0.169 eV. The gap between HOMO and LUMO is 0.327 hartree. The total energy comes out at -2278.52814 Ha. As for the relative energy (zero: lowest compared OMol25 entry of this formula, charge and spin): 0.000 eV.

No. 2
C11H29AuI2OP2Si as an isolated structure, computed with the ωB97M-V functional and the def2-TZVPD basis.

Each line ends with the natural charge from an NBO analysis.
CARTESIAN COORDINATES (ANGSTROEM)
1 I 2.349 -4.377 -3.906  0.025
2 I 4.190 -3.242 -2.620  -0.001
3 Au 0.406 -0.723 -0.677  0.962
4 P 0.878 0.956 -2.202  0.949
5 C 2.210 2.141 -1.780  -0.950
6 C 1.370 0.333 -3.853  -0.937
7 H 1.502 1.156 -4.564  0.272
8 H -0.308 2.760 -3.361  0.284
9 H 0.590 -0.346 -4.205  0.262
10 H -1.383 1.403 -2.892  0.260
11 H 3.147 1.596 -1.633  0.263
12 H 2.305 -0.227 -3.762  0.270
13 C -0.552 2.038 -2.574  -0.939
14 H 2.342 2.884 -2.574  0.284
15 H -0.847 2.571 -1.666  0.253
16 H 1.960 2.649 -0.845  0.263
17 P -0.268 -2.494 0.658  0.948
18 C 0.589 -2.729 2.260  -0.948
19 C -2.038 -2.432 1.128  -0.939
20 H -0.651 -4.090 -1.102  0.263
21 H -0.515 -4.926 0.480  0.272
22 H 0.946 -4.326 -0.361  0.269
23 C -0.109 -4.129 -0.153  -0.936
24 H -2.628 -2.344 0.211  0.260
25 H -2.333 -3.330 1.681  0.284
26 H 0.185 -3.592 2.800  0.285
27 H 0.469 -1.829 2.871  0.262
28 H -2.216 -1.546 1.743  0.254
29 H 1.657 -2.879 2.081  0.264
30 C 1.680 -0.171 0.500  0.406
31 O 2.499 0.185 1.257  -0.355
32 C 0.283 3.019 1.296  -1.133
33 Si -0.963 1.658 1.556  1.622
34 C -0.559 0.819 3.170  -1.131
35 C -2.634 2.475 1.734  -1.102
36 C -1.147 0.453 0.106  -1.114
37 H 0.227 3.724 2.151  0.286
38 H 0.059 3.568 0.360  0.239
39 H 1.301 2.590 1.269  0.222
40 H -0.585 1.573 3.983  0.285
41 H -1.306 0.028 3.382  0.241
42 H 0.458 0.391 3.119  0.221
43 H -2.882 3.012 0.796  0.248
44 H -3.406 1.703 1.932  0.249
45 H -2.607 3.197 2.576  0.277
46 H -2.022 -0.142 0.316  0.241
47 H -1.643 0.990 -0.688  0.241

The value obtained for the HOMO energy (spin up / spin down) is -0.5154 / -0.5153 Eh. The LUMO energy (spin up / spin down) is -7.018 / -10.172 eV. The gap between HOMO and LUMO (spin up / spin down) is 0.257 / 0.141 hartree. As for the spin multiplicity: 3. Its net charge is +2. The total energy comes out at -2214.38009 Ha.

No. 3
C11H29BF4N2O11P3Se2Yb as an isolated structure, computed with the ωB97M-V functional and the def2-TZVPD basis.

Each line ends with the natural charge from an NBO analysis.
CARTESIAN COORDINATES (ANGSTROEM)
1 Yb -0.613 -0.410 -0.599  1.638
2 C -0.486 3.305 3.594  -0.642
3 C -0.976 2.269 2.536  -0.438
4 O -2.179 1.633 2.898  -0.768
5 P 0.193 0.854 2.444  2.372
6 O 0.364 0.408 4.007  -0.962
7 O 1.636 1.466 2.143  -1.018
8 O -0.365 -0.306 1.657  -1.124
9 P -0.902 2.985 0.755  2.377
10 O -2.314 3.798 0.687  -1.002
11 O 0.275 3.849 0.726  -1.138
12 O -0.866 1.771 -0.203  -1.204
13 H -0.351 2.752 4.474  0.209
14 H -1.276 4.038 3.649  0.214
15 H 0.457 3.794 3.289  0.250
16 H -2.934 2.254 3.100  0.519
17 H -0.501 0.057 4.130  0.490
18 H 2.034 0.987 1.360  0.519
19 H -3.072 3.187 0.905  0.528
20 O 4.391 -2.892 -1.555  -0.784
21 C 3.049 -3.418 -1.600  -0.071
22 C 2.602 -3.524 -0.057  -0.130
23 C 3.492 -4.659 0.542  -0.060
24 O 3.342 -5.881 -0.130  -0.745
25 C 2.965 -2.289 0.690  -0.545
26 Se 2.634 -0.507 -0.128  -0.516
27 C 1.115 -4.012 0.047  -0.546
28 Se -0.336 -3.182 -1.066  -0.449
29 H 4.527 -1.944 -1.374  0.498
30 H 3.151 -4.376 -2.115  0.147
31 H 2.262 -2.892 -2.143  0.220
32 H 3.079 -4.836 1.615  0.164
33 H 4.544 -4.391 0.437  0.181
34 H 3.007 -5.645 -1.025  0.462
35 H 4.051 -2.230 0.854  0.215
36 H 2.365 -2.311 1.610  0.216
37 H 0.803 -3.778 1.081  0.205
38 H 1.132 -5.070 -0.163  0.205
39 N -2.971 -0.650 0.190  -0.673
40 N -3.789 -0.260 -0.903  -0.518
41 C -3.267 -0.212 -2.175  0.882
42 O -4.049 0.159 -3.037  -0.717
43 O -2.045 -0.558 -2.283  -0.841
44 H -3.241 -1.545 0.543  0.371
45 H -3.071 -0.045 0.921  0.391
46 H -4.602 0.228 -0.636  0.413
47 C 1.893 2.533 -1.823  -0.970
48 P 0.822 1.331 -2.601  0.907
49 C -0.540 2.065 -3.475  -0.979
50 C 1.799 0.676 -4.014  -0.947
51 H 2.215 3.253 -2.526  0.207
52 H 2.712 1.916 -1.386  0.254
53 H 1.290 2.933 -1.030  0.288
54 H -0.176 2.517 -4.429  0.201
55 H -1.123 2.727 -2.880  0.252
56 H -1.204 1.220 -3.672  0.283
57 H 2.490 1.426 -4.428  0.202
58 H 1.227 0.316 -4.872  0.232
59 H 2.390 -0.127 -3.577  0.248
60 F -6.812 2.134 2.440  -0.562
61 B -5.466 1.845 2.187  1.369
62 F -4.996 0.807 3.095  -0.591
63 F -4.721 2.975 2.503  -0.587
64 F -5.059 1.479 0.797  -0.605

The value obtained for the HOMO energy (spin up / spin down) is -0.0956 / -0.0957 Eh. The LUMO energy (spin up / spin down) is 4.325 / 4.325 eV. The gap between HOMO and LUMO (spin up / spin down) is 0.255 / 0.255 hartree. As for the spin multiplicity: 2. Its net charge is -2. The total energy comes out at -8784.36164 Ha. As for the relative energy (zero: lowest compared OMol25 entry of this formula, charge and spin): 1.431 eV.

No. 4
A 3-piece molecular cluster, C11H29BrN4O11P3 overall, computed with the ωB97M-V functional and the def2-TZVPD basis.

Each line ends with the natural charge from an NBO analysis.
CARTESIAN COORDINATES (ANGSTROEM)
1 N 7.266 2.594 0.506  -0.593
2 C 6.336 2.528 1.379  0.546
3 N 6.675 1.961 2.654  -0.842
4 N 4.993 3.051 1.095  -0.713
5 C 4.993 4.530 1.079  -0.230
6 C 3.983 5.140 0.052  -0.425
7 C 2.661 5.653 0.711  -0.411
8 C 1.847 4.509 1.413  -0.716
9 P 0.483 3.775 0.367  0.553
10 Br -0.340 5.140 -1.194  0.015
11 P -1.125 3.268 1.787  1.918
12 N -0.362 2.525 2.962  -1.275
13 O -1.806 4.691 2.284  -0.949
14 O -2.202 2.187 1.117  -0.932
15 P 1.216 1.872 -0.441  2.054
16 O 2.353 2.092 -1.393  -1.007
17 O 1.694 0.970 0.869  -0.934
18 O -0.094 1.180 -1.221  -0.942
19 H 6.877 3.044 -0.331  0.320
20 H 6.385 0.987 2.675  0.384
21 H 6.229 2.470 3.411  0.369
22 H 4.706 2.692 0.185  0.384
23 H 6.010 4.881 0.773  0.204
24 H 4.786 4.946 2.092  0.190
25 H 3.759 4.466 -0.810  0.223
26 H 4.476 6.036 -0.396  0.236
27 H 2.062 6.210 -0.038  0.225
28 H 2.942 6.377 1.509  0.240
29 H 1.338 4.946 2.309  0.289
30 H 2.470 3.668 1.797  0.315
31 H -0.732 1.581 3.086  0.408
32 H -2.311 4.478 3.087  0.533
33 H -2.861 2.650 0.572  0.516
34 H 1.319 0.076 0.831  0.526
35 H 0.001 0.216 -1.151  0.520
36 C -0.351 -5.080 2.006  -0.258
37 O -0.811 -5.244 0.663  -0.481
38 C -1.038 -4.102 0.019  0.988
39 O -0.890 -2.994 0.467  -0.677
40 O -1.460 -4.402 -1.210  -0.485
41 C -1.749 -3.268 -2.026  -0.257
42 H -0.203 -6.074 2.422  0.208
43 H 0.601 -4.549 2.024  0.189
44 H -1.095 -4.557 2.607  0.193
45 H -0.853 -2.662 -2.174  0.174
46 H -2.550 -2.672 -1.589  0.190
47 H -2.080 -3.639 -2.993  0.219
48 C -4.659 -5.644 -1.035  -0.257
49 O -5.897 -6.101 -1.571  -0.490
50 C -6.132 -5.682 -2.816  0.980
51 O -5.407 -4.983 -3.472  -0.651
52 O -7.309 -6.173 -3.202  -0.488
53 C -7.690 -5.802 -4.526  -0.258
54 H -4.571 -6.040 -0.025  0.198
55 H -3.823 -6.014 -1.627  0.198
56 H -4.642 -4.554 -0.983  0.180
57 H -6.971 -6.177 -5.254  0.194
58 H -7.791 -4.719 -4.609  0.191
59 H -8.658 -6.257 -4.726  0.201

The value obtained for the HOMO energy is -0.4211 Eh. The LUMO energy is -4.989 eV. The gap between HOMO and LUMO is 0.238 hartree. Its net charge is +1. The total energy comes out at -5081.13857 Ha. As for the relative energy (zero: lowest compared OMol25 entry of this formula, charge and spin): 2.080 eV.

- Which formula does entry 2 have?
  C11H29AuI2OP2Si